1.
DFT (ωB97M-V with the def2-TZVPD basis set) results for C22H26BBrCl39N as an isolated structure at a distorted geometry.

Structure (XYZ):
```
90
C22H26BBrCl39N, DFT ωB97M-V with the def2-TZVPD basis set
C -4.526 -3.659 3.030
C -2.902 -3.502 3.214
C -2.307 -4.953 3.722
C -2.436 -2.374 4.312
B -0.883 -1.922 3.865
Br 0.648 -2.539 5.004
C -0.779 -1.021 2.487
C -1.131 0.564 2.376
C -0.985 1.314 0.967
N -0.524 0.848 -0.370
C -0.222 -0.602 -0.219
C -0.318 -1.596 1.035
H -5.058 -4.019 4.031
H -5.054 -2.699 2.566
H -4.683 -4.515 2.212
H -2.417 -3.266 2.154
H -3.108 -5.816 3.671
H -1.877 -4.791 4.800
H -1.442 -5.239 2.987
H -2.451 -2.766 5.433
H -3.072 -1.385 4.304
H -1.519 1.146 3.325
H -1.299 2.468 0.977
H 0.123 -1.117 -1.242
H -0.053 -2.738 0.915
C 1.596 4.532 1.894
Cl 0.558 5.382 3.052
Cl 0.815 3.043 1.336
Cl 1.986 5.582 0.522
H 2.527 4.264 2.399
C 4.668 3.889 5.207
Cl 5.886 5.173 5.120
Cl 3.194 4.482 5.992
Cl 4.304 3.267 3.588
H 5.073 3.071 5.808
C 0.616 -1.678 -4.446
Cl 0.146 -0.783 -2.991
Cl -0.793 -2.474 -5.168
Cl 1.390 -0.599 -5.618
H 1.336 -2.449 -4.158
C -2.605 7.896 2.056
Cl -3.074 8.791 3.511
Cl -4.014 7.100 1.333
Cl -1.831 8.975 0.883
H -1.885 7.125 2.343
C 3.139 -3.977 -0.012
Cl 4.757 -3.270 0.126
Cl 1.896 -2.742 0.245
Cl 2.931 -4.750 -1.593
H 3.030 -4.742 0.761
C 2.772 3.020 -5.850
Cl 4.390 3.728 -5.712
Cl 1.529 4.256 -5.592
Cl 2.564 2.248 -7.431
H 2.663 2.256 -5.076
C -7.014 -6.955 2.186
Cl -7.770 -5.422 2.652
Cl -7.312 -7.300 0.474
Cl -5.274 -6.917 2.519
H -7.461 -7.755 2.781
C 2.695 -5.021 -5.474
Cl 2.448 -6.496 -4.525
Cl 1.190 -4.538 -6.275
Cl 3.299 -3.712 -4.444
H 3.443 -5.227 -6.244
C -3.902 0.172 7.161
Cl -5.386 -0.421 6.396
Cl -3.049 -1.151 7.974
Cl -2.851 0.946 5.962
H -4.176 0.918 7.911
C 5.972 -0.063 5.495
Cl 7.190 1.220 5.408
Cl 4.498 0.529 6.280
Cl 5.607 -0.686 3.877
H 6.376 -0.882 6.096
C 6.492 3.886 -9.477
Cl 6.422 5.638 -9.727
Cl 7.755 3.475 -8.304
Cl 4.920 3.270 -8.939
H 6.740 3.411 -10.430
C -4.394 4.747 -1.932
Cl -5.879 4.153 -2.697
Cl -3.541 3.423 -1.119
Cl -3.344 5.520 -3.131
H -4.668 5.492 -1.182
C -0.092 -0.059 -9.393
Cl -1.576 -0.653 -10.157
Cl 0.761 -1.383 -8.580
Cl 0.959 0.715 -10.591
H -0.366 0.687 -8.642
```

Properties
Lowest unoccupied orbital energy (eV): -0.511
Multiplicity: 1
HOMO level (eV): -8.72
E (eV): -583810.00065

2.
DFT (ωB97M-V with the def2-TZVPD basis set) results for one molecule with the formula C4H4N2O.

Structure (XYZ):
```
11
C4H4N2O, DFT ωB97M-V with the def2-TZVPD basis set
N -2.380 0.386 0.814
C -1.202 0.311 0.381
C 0.322 1.773 -0.526
N 1.301 1.123 -0.749
C 1.598 -0.234 -0.552
C 0.733 -1.117 -0.021
O -0.529 -0.957 0.422
H -2.760 -0.501 1.169
H -0.726 1.920 -0.176
H 2.589 -0.549 -0.856
H 1.054 -2.155 0.094
```

Properties
Lowest unoccupied orbital energy (spin up / spin down) (eV): 0.188 / 0.189
Multiplicity: 1
HOMO level (spin up / spin down) (eV): -8.39 / -8.40
Energy relative to the best compared isomer or geometry (same formula, charge and spin) (kJ/mol): 545.5
E (eV): -9234.83382

3.
DFT (ωB97M-V with the def2-TZVPD basis set) results for C17H50N3O10PS4Si2 as an isolated structure at a distorted geometry.

Structure (XYZ):
```
87
C17H50N3O10PS4Si2, DFT ωB97M-V with the def2-TZVPD basis set
C -0.228 0.244 1.374
C 0.222 1.303 0.387
O 1.371 1.573 0.248
O -0.798 1.910 -0.241
C -0.472 2.528 -1.503
C -1.682 2.304 -2.423
Si -1.702 0.496 -3.032
O -0.425 -0.277 -2.245
Si -0.204 -1.930 -2.555
C 1.593 -2.298 -2.058
C 2.606 -2.182 -3.231
C 3.446 -0.893 -3.102
O 3.541 -3.280 -3.106
C -1.297 -3.095 -1.549
C -2.810 -2.962 -1.753
N -3.224 -2.784 -3.145
N -3.353 -1.898 -0.873
N -3.404 -4.278 -1.305
P -1.473 0.634 -5.251
O -3.022 1.107 -5.679
O -1.300 -0.874 -5.929
H 0.308 0.342 2.323
H -0.054 -0.767 0.995
H -1.296 0.344 1.598
H 0.429 2.123 -1.968
H -0.282 3.594 -1.329
H -1.548 2.967 -3.291
H -2.620 2.563 -1.926
H -3.037 -0.036 -2.724
H -0.308 -2.288 -3.976
H 1.650 -3.260 -1.542
H 1.874 -1.539 -1.312
H 2.146 -2.256 -4.218
H 3.748 -0.745 -2.059
H 2.933 -0.011 -3.498
H 4.378 -1.057 -3.656
H 3.917 -3.190 -2.219
H -1.015 -3.028 -0.490
H -1.011 -4.111 -1.851
H -4.007 -2.126 -3.129
H -3.638 -3.641 -3.504
H -3.023 -2.148 0.057
H -4.363 -2.033 -0.830
H -4.381 -4.267 -1.589
H -3.328 -4.372 -0.298
H -3.648 0.540 -5.185
H -1.917 -1.517 -5.538
C 4.128 2.214 5.320
S 2.373 1.858 5.177
O 2.243 0.460 4.678
C 2.068 2.952 3.780
H 4.539 1.600 6.119
H 4.631 1.976 4.382
H 4.269 3.265 5.569
H 2.701 2.665 2.939
H 2.271 3.982 4.075
H 1.022 2.855 3.494
C -7.071 -0.201 -6.722
S -6.485 1.041 -5.562
O -5.764 0.317 -4.471
C -8.105 1.496 -4.929
H -6.205 -0.646 -7.207
H -7.629 -0.972 -6.189
H -7.704 0.274 -7.472
H -8.599 0.618 -4.512
H -8.702 1.919 -5.737
H -7.967 2.242 -4.150
C -0.713 -4.180 3.663
S 0.434 -3.255 2.631
O 0.334 -3.813 1.253
C 1.931 -3.915 3.373
H -1.726 -3.944 3.341
H -0.533 -5.250 3.549
H -0.584 -3.884 4.704
H 1.941 -5.001 3.279
H 1.974 -3.623 4.422
H 2.784 -3.494 2.845
C 7.990 5.320 8.409
S 6.229 4.981 8.274
O 6.086 3.588 7.774
C 5.932 6.082 6.881
H 8.394 4.698 9.206
H 8.486 5.078 7.469
H 8.140 6.371 8.657
H 6.561 5.790 6.040
H 6.146 7.109 7.176
H 4.884 5.997 6.599
```

Properties
Lowest unoccupied orbital energy (eV): 0.523
Multiplicity: 1
HOMO level (eV): -7.74
Energy relative to the best compared isomer or geometry (same formula, charge and spin) (kJ/mol): 115.6
E (eV): -111771.00790

4.
DFT (ωB97M-V with the def2-TZVPD basis set) results for C20H24B2MgNO25 as an isolated structure at a distorted geometry.

Structure (XYZ):
```
73
C20H24B2MgNO25, DFT ωB97M-V with the def2-TZVPD basis set
Mg 0.405 -0.921 0.286
O -0.804 3.396 6.624
C -0.671 2.256 6.222
O -1.312 1.656 5.207
B -0.817 0.296 5.046
O 0.242 0.131 6.069
C 0.424 1.263 6.737
O 1.201 1.460 7.667
O -0.290 0.183 3.715
C -0.879 -0.836 3.079
O -0.657 -1.171 1.953
C -1.911 -1.446 4.054
O -1.834 -0.767 5.153
O -2.816 -2.300 3.828
O -2.824 3.402 -6.091
C -2.944 2.864 -5.017
O -2.086 2.917 -4.028
B -2.579 2.107 -2.844
O -3.773 1.480 -3.379
C -4.030 1.879 -4.661
O -5.071 1.589 -5.289
O -1.659 1.055 -2.370
C -1.552 1.120 -1.018
O -0.946 0.261 -0.391
C -2.394 2.370 -0.586
O -2.879 2.964 -1.680
O -2.531 2.728 0.554
N 3.091 -2.379 0.795
O 3.909 -1.505 0.749
O 1.907 -1.963 0.858
O 3.394 -3.537 0.847
O 1.286 -0.652 -1.560
C 2.114 -0.527 -2.506
O 2.052 0.285 -3.625
C 0.902 1.105 -3.876
C 1.276 2.213 -4.850
C 3.351 -1.386 -2.454
H 0.566 1.540 -2.935
H -0.010 0.605 -4.204
H 2.195 2.680 -4.495
H 0.485 2.960 -4.900
H 1.547 1.887 -5.854
H 4.198 -0.940 -1.933
H 3.597 -1.710 -3.465
H 3.204 -2.313 -1.899
O -0.383 -2.526 -0.414
C -0.566 -3.558 -1.101
O -1.797 -4.056 -1.578
C -3.049 -3.554 -1.183
C -4.208 -4.334 -1.825
C 0.652 -4.330 -1.578
H -3.164 -2.536 -1.557
H -3.139 -3.594 -0.098
H -5.130 -3.969 -1.375
H -4.099 -5.353 -1.453
H -4.395 -4.331 -2.899
H 0.316 -5.357 -1.722
H 1.434 -4.419 -0.824
H 0.970 -3.982 -2.561
O 1.294 0.743 1.020
C 1.427 1.864 1.519
O 1.972 2.140 2.709
C 2.692 1.233 3.555
C 3.791 2.115 4.235
C 0.961 3.107 0.810
H 3.214 0.489 2.953
H 2.139 0.776 4.375
H 3.522 2.696 5.116
H 4.312 2.776 3.542
H 4.547 1.450 4.654
H 1.056 3.070 -0.276
H 1.614 3.839 1.286
H -0.061 3.302 1.135
```

Properties
Lowest unoccupied orbital energy (eV): 1.469
Multiplicity: 1
HOMO level (eV): -7.22
Energy relative to the best compared isomer or geometry (same formula, charge and spin) (kJ/mol): 274.4
Charge: -1
E (eV): -80618.69137

5.
DFT (ωB97M-V with the def2-TZVPD basis set) results for a 2-piece molecular cluster, C3H4Cl2O overall at a distorted geometry.

Structure (XYZ):
```
10
C3H4Cl2O, DFT ωB97M-V with the def2-TZVPD basis set
C 0.451 0.856 0.539
C -0.101 -0.526 0.359
C 0.167 -1.121 -0.734
H -1.650 1.167 -0.010
H 1.238 1.019 -0.130
H 1.184 0.795 1.364
H -0.898 -0.856 1.041
O -0.632 1.802 0.855
Cl -1.090 -2.427 -1.294
Cl 1.332 -0.709 -1.989
```

Properties
Lowest unoccupied orbital energy (eV): -0.593
Multiplicity: 1
HOMO level (eV): -10.10
Energy relative to the best compared isomer or geometry (same formula, charge and spin) (kJ/mol): 450.3
E (eV): -30263.60934

6.
DFT (ωB97M-V with the def2-TZVPD basis set) results for a 2-piece molecular cluster, C2H2S2 overall at a distorted geometry.

Structure (XYZ):
```
6
C2H2S2, DFT ωB97M-V with the def2-TZVPD basis set
C -1.307 -0.567 -1.333
C 0.677 0.685 0.763
S -1.531 -2.017 -1.615
S 2.119 0.346 1.288
H -0.179 1.119 1.223
H 0.222 0.433 -0.325
```

Properties
Lowest unoccupied orbital energy (eV): -0.425
Multiplicity: 1
HOMO level (eV): -8.51
Energy relative to the best compared isomer or geometry (same formula, charge and spin) (kJ/mol): 248.7
E (eV): -23773.03684

7.
DFT (ωB97M-V with the def2-TZVPD basis set) results for C16H19F3IKN2S3Si as an isolated structure at a distorted geometry.

Structure (XYZ):
```
46
C16H19F3IKN2S3Si, DFT ωB97M-V with the def2-TZVPD basis set
K -0.628 0.391 0.351
S -5.365 0.098 1.549
C -3.897 0.663 0.951
S -2.925 1.660 1.915
S -3.422 0.235 -0.622
C 3.217 -0.590 -4.543
Si 1.964 -1.741 -3.641
C 2.857 -3.408 -3.307
C 0.791 -2.227 -5.116
C 1.407 -0.992 -2.078
H 3.623 -1.038 -5.447
H 4.049 -0.326 -3.901
H 2.725 0.335 -4.832
H 3.276 -3.853 -4.205
H 2.152 -4.119 -2.888
H 3.660 -3.290 -2.588
H 1.320 -2.648 -5.970
H 0.238 -1.361 -5.472
H 0.055 -2.961 -4.796
H 0.847 -1.639 -1.408
H 0.950 -0.003 -2.146
F -1.914 -6.806 2.345
C -0.732 -6.229 2.620
F 0.204 -7.117 2.180
F -0.614 -6.283 3.974
C -0.569 -4.867 2.060
C 0.633 -4.164 2.261
C 0.738 -2.896 1.738
N -0.230 -2.285 1.054
C -1.362 -2.965 0.854
C -1.585 -4.239 1.326
H 1.443 -4.614 2.811
H 1.648 -2.324 1.861
H -2.123 -2.454 0.281
H -2.520 -4.743 1.141
I 1.715 1.577 3.949
C 3.050 0.760 2.506
C 4.384 0.639 2.824
C 5.215 0.064 1.861
C 4.641 -0.364 0.659
C 3.291 -0.168 0.446
N 2.498 0.402 1.364
H 4.770 0.982 3.773
H 6.275 -0.046 2.053
H 5.247 -0.831 -0.103
H 2.779 -0.480 -0.474
```

Properties
Lowest unoccupied orbital energy (eV): 3.499
Multiplicity: 1
HOMO level (eV): 0.01
Energy relative to the best compared isomer or geometry (same formula, charge and spin) (kJ/mol): 66.4
Charge: -2
E (eV): -92843.59558

8.
DFT (ωB97M-V with the def2-TZVPD basis set) results for a 2-piece molecular cluster, C5H11NO overall.

Structure (XYZ):
```
18
C5H11NO, DFT ωB97M-V with the def2-TZVPD basis set
C -2.051 -0.696 -0.081
C -1.035 -0.700 0.780
N 0.195 -0.051 0.540
C 1.422 -0.740 0.903
C 1.057 -0.550 -0.524
C 1.747 0.453 -1.410
H -1.970 -0.197 -1.044
H -2.995 -1.168 0.168
H -1.123 -1.159 1.765
H 2.192 -0.116 1.354
H 1.332 -1.741 1.325
H 0.677 -1.440 -1.028
H 1.060 0.833 -2.174
H 2.600 -0.012 -1.917
H 2.110 1.302 -0.823
O -1.887 2.371 0.681
H -2.339 1.568 0.967
H -0.992 2.043 0.517
```

Properties
Lowest unoccupied orbital energy (eV): 1.001
Multiplicity: 1
HOMO level (eV): -8.94
Energy relative to the best compared isomer or geometry (same formula, charge and spin) (kJ/mol): 229.5
SMILES: C=CN1C[C@@H]1C.O
E (eV): -8899.31825

9.
DFT (ωB97M-V with the def2-TZVPD basis set) results for C16H26AlNS as an isolated structure at a distorted geometry.

Structure (XYZ):
```
45
C16H26AlNS, DFT ωB97M-V with the def2-TZVPD basis set
C -2.947 0.906 -0.786
H -3.749 0.170 -0.981
H -3.383 1.919 -0.865
H -2.733 0.813 0.247
C -1.782 0.671 -1.811
H -0.818 1.088 -1.431
H -1.651 -0.421 -1.963
C -2.230 1.374 -3.097
H -1.619 1.146 -3.964
H -3.263 1.088 -3.347
H -2.199 2.456 -2.956
C 2.423 0.330 0.710
C 2.293 1.142 -0.509
C 1.198 2.071 -0.284
C 0.680 1.858 1.053
C 1.293 0.677 1.567
C 1.097 0.140 2.955
C -0.384 2.638 1.704
C 0.901 3.249 -1.111
C 3.250 1.126 -1.666
C 3.326 -0.844 0.853
Al 1.002 -0.253 -0.403
H -0.987 2.030 2.386
H 0.006 3.488 2.270
H -1.085 3.036 0.963
H 0.045 0.257 3.217
H 1.299 -0.932 2.906
H 1.666 0.546 3.811
H 3.179 -1.594 0.057
H 4.358 -0.491 0.791
H 3.147 -1.367 1.789
H 2.917 1.811 -2.431
H 4.166 1.488 -1.206
H 3.406 0.135 -2.087
H -0.145 3.539 -1.113
H 1.468 4.113 -0.760
H 1.195 3.072 -2.142
S 0.867 -4.106 -1.650
C -0.356 -4.261 -0.471
C -0.654 -3.048 0.102
N 0.091 -1.958 -0.383
C 0.968 -2.405 -1.348
H -0.797 -5.213 -0.217
H -1.371 -2.879 0.883
H 1.580 -1.727 -1.980
```

Properties
Lowest unoccupied orbital energy (eV): -8.125
Multiplicity: 1
HOMO level (eV): -15.62
Charge: +2
E (eV): -35919.41443

10.
DFT (ωB97M-V with the def2-TZVPD basis set) results for a 2-piece molecular cluster, CH2ClFO2 overall at a distorted geometry.

Structure (XYZ):
```
7
CH2ClFO2, DFT ωB97M-V with the def2-TZVPD basis set
O 0.352 0.783 -1.095
C -0.338 0.764 -0.159
O -0.022 0.661 1.058
Cl -2.068 0.894 -0.301
H 0.780 0.051 1.319
F 0.435 -1.546 0.032
H 0.862 -1.606 -0.853
```

Properties
Lowest unoccupied orbital energy (eV): 0.273
Multiplicity: 1
HOMO level (eV): -10.92
Energy relative to the best compared isomer or geometry (same formula, charge and spin) (kJ/mol): 62.6
SMILES: O=C(O)Cl.F
E (eV): -20404.09718

11.
DFT (ωB97M-V with the def2-TZVPD basis set) results for C6H9O2P as an isolated structure at a distorted geometry.

Structure (XYZ):
```
18
C6H9O2P, DFT ωB97M-V with the def2-TZVPD basis set
C -1.061 1.298 -0.647
C 0.238 1.180 -1.081
C -1.696 0.360 0.307
C -1.106 -0.989 0.721
C 0.001 -1.460 -0.219
C 1.116 0.212 -0.431
O -2.846 0.727 0.625
O 2.316 -0.230 -1.011
P 1.706 0.655 1.259
H -1.777 2.136 -1.090
H 0.656 1.839 -1.785
H -0.630 -0.941 1.663
H -1.922 -1.626 0.774
H 0.621 -2.260 0.193
H -0.152 -1.686 -1.265
H 2.304 0.203 -1.958
H 1.450 -0.594 1.911
H 0.780 1.174 2.032
```

Properties
Lowest unoccupied orbital energy (eV): -0.386
Multiplicity: 1
HOMO level (eV): -8.59
Energy relative to the best compared isomer or geometry (same formula, charge and spin) (kJ/mol): 179.8
E (eV): -19747.79645

> Which value of multiplicity does entry 8 give?

1